56
Properties=species:S:1:pos:R:3:forces:R:3:mulliken_charge:R:1 method="wB97M-V/def2-TZVPD" homo_energy_ev="-6.4 / -6.4" mol_weight_g_mol=466.9 relative_energy_ev=0.1173 fmax_ev_per_a=2.02 homo_lumo_gap_ev="5.3 / 5.1"
H -2.44435 -3.29263 -2.25987 0.04 -0.03 0.01 0.46
H 0.52055 2.98474 -0.69081 0.02 0.07 0.00 -0.05
C 1.17229 3.33296 1.34529 -0.04 -0.07 -0.03 -1.03
H -0.14186 -3.21537 -2.63954 -0.03 -0.01 -0.03 0.26
C -3.82619 0.02546 3.92308 0.02 -0.02 -0.03 -0.50
H 1.32802 -3.74474 -1.73845 0.03 -0.03 -0.08 0.31
H 0.74120 3.74101 2.26477 -0.02 0.03 -0.01 0.44
C -1.24669 2.99258 0.54141 0.00 0.04 -0.07 -1.00
C -2.53303 -1.37970 2.30247 -0.08 0.02 -0.11 -0.49
H 0.07367 4.55543 -0.04975 -0.01 0.00 0.03 0.46
H -4.36874 -0.02837 4.85779 0.01 0.00 0.01 0.33
C -0.60295 -2.23598 -2.55856 -0.04 0.17 -0.05 -0.68
H -2.80998 -2.86243 0.04613 -0.02 0.05 0.00 0.53
H 2.05263 3.94305 1.12081 0.01 0.01 0.01 0.37
C -2.27124 -0.52923 1.20548 -0.14 -0.06 0.04 0.80
H 0.68891 1.57104 -2.90959 -0.26 -0.20 -0.43 0.28
H -1.98032 3.46962 -0.12168 0.04 0.03 0.00 0.36
H -0.74377 -1.87348 -3.58316 -0.01 -0.03 0.00 0.23
C 2.39380 -0.57932 -0.99382 -0.25 -0.01 -0.10 0.63
N -1.41523 1.54538 0.46815 0.11 -0.08 0.07 0.11
H -1.47271 3.32158 1.55899 -0.04 0.03 -0.02 0.59
H 5.41827 -3.21498 -2.43668 0.02 0.01 0.04 0.32
C 4.53586 -2.67046 -2.12714 -0.04 -0.13 -0.02 -0.50
H 5.64462 -0.87904 -2.11101 0.01 -0.02 0.01 0.32
N -1.91911 -0.96298 0.01759 0.80 -0.23 0.45 -0.35
C -3.17591 -1.12346 3.49751 -0.07 0.03 0.06 -0.44
C -1.97547 -2.37697 -1.89407 0.02 -0.03 0.00 -0.82
H 2.64647 2.11204 -0.31112 0.05 -0.01 0.03 0.46
Pd -0.50107 0.27312 -0.86079 -1.36 0.69 -1.33 -0.11
H -3.37837 2.66776 1.81180 0.01 0.02 0.00 0.42
H 2.20295 1.83887 2.51032 0.02 0.07 -0.01 0.42
H -4.49852 1.99565 3.68025 0.01 0.00 0.00 0.32
C 0.15782 3.49667 0.20777 -0.02 -0.15 0.03 -0.54
C -3.86286 1.23371 3.23965 0.00 -0.02 0.07 -0.34
C 4.66727 -1.30115 -1.89672 0.04 0.05 0.05 -0.43
H 3.46687 -4.46639 -2.07994 -0.03 0.00 -0.03 0.31
N 0.29285 -1.31059 -1.87333 0.35 0.00 0.32 0.12
C 1.55211 -1.64695 -1.60699 -0.03 -0.06 -0.12 1.16
C -3.18066 1.64841 2.11296 0.07 -0.05 -0.13 -0.67
C 1.62300 1.88993 1.58696 -0.05 0.07 -0.07 -0.70
C -2.25693 0.94972 1.29135 -0.06 0.08 0.13 0.65
C 2.06762 -2.95692 -1.75944 -0.13 0.14 0.06 -0.75
C -0.24968 1.49881 -2.35455 0.33 -0.30 1.04 -0.72
H -1.04094 -2.87735 0.01276 -0.03 -0.02 -0.01 0.41
H -2.61306 -1.54360 -2.19639 -0.05 -0.06 -0.01 0.27
H 4.15603 0.58607 -1.20127 -0.05 0.03 -0.04 0.34
H 3.42169 0.97458 0.78068 -0.04 0.01 0.01 0.55
C 3.36822 -3.39072 -1.96981 0.14 0.01 0.01 -0.67
C 2.44232 1.31540 0.42203 0.00 -0.04 0.10 -1.05
N 1.73544 0.23311 -0.22868 0.60 -0.08 0.38 -0.12
C -1.93134 -2.35468 -0.36489 -0.10 -0.04 -0.08 -0.93
H -1.05874 2.14065 -2.70773 0.17 0.13 -0.09 0.34
H -3.21558 -1.96716 4.17905 -0.02 0.00 0.00 0.32
C 3.76927 -0.41151 -1.36432 0.01 0.00 -0.09 -0.62
H 0.74986 1.25212 1.73416 0.04 -0.02 0.04 0.24
H -2.17431 -2.39331 2.17088 0.01 0.00 0.00 0.38


14
Properties=species:S:1:pos:R:3:forces:R:3:mulliken_charge:R:1 method="wB97M-V/def2-TZVPD" homo_energy_ev=-9.5 mol_weight_g_mol=97.1 relative_energy_ev=2.5886 fmax_ev_per_a=0.61 homo_lumo_gap_ev=10.2
H 1.80231 1.42065 0.07814 0.00 0.12 0.15 0.28
H 1.68762 -0.59189 1.09823 -0.11 -0.07 -0.15 0.38
C -0.18223 -0.05674 0.14832 0.09 0.00 0.16 0.92
C 0.91430 -1.06910 0.48763 0.06 -0.03 -0.02 -1.38
C -1.50491 -0.64275 -0.15602 -0.16 -0.22 0.13 0.40
H 0.50030 -1.89234 1.08027 0.05 0.13 -0.14 0.34
H -0.48190 -0.49830 -2.14300 -0.04 -0.08 0.14 0.28
H -1.21380 1.04747 -1.48998 0.08 -0.16 -0.02 0.27
O -2.33543 -1.43209 0.19845 0.36 0.48 -0.10 -0.52
C 0.01981 1.33708 0.67834 0.12 0.20 -0.01 -0.26
H -0.83378 1.84242 1.13773 0.05 -0.07 -0.01 0.43
C -0.86649 0.03662 -1.27853 -0.10 -0.05 -0.23 -0.85
N 1.09847 1.99373 0.55810 -0.28 -0.32 0.04 -0.64
H 1.39575 -1.49477 -0.39769 -0.11 0.08 0.06 0.35


51
Properties=species:S:1:pos:R:3:forces:R:3:mulliken_charge:R:1 method="wB97M-V/def2-TZVPD" homo_energy_ev=-13.5 mol_weight_g_mol=437.5 fmax_ev_per_a=3.93 homo_lumo_gap_ev=4.1 charge=+2
C 2.54624 0.49407 -1.36828 0.25 -0.33 -0.96 0.27
H 2.20845 0.23644 -4.17315 -0.06 0.18 0.06 0.41
O -2.97691 1.34826 2.30809 -0.72 0.07 -0.32 -0.51
O -0.79301 1.33049 2.81128 -0.46 0.28 0.05 -0.27
C -2.09969 -3.33627 -1.86967 -0.24 0.34 0.03 -1.09
O 0.13370 0.95844 -1.71148 -0.54 0.87 1.59 -0.57
H -1.30849 -0.43856 1.89222 -0.17 0.15 0.30 -0.14
H -1.73997 -1.67396 3.79097 0.26 0.13 0.04 0.32
H -2.45464 -3.47379 -0.83063 0.12 -0.06 -0.08 0.50
O -0.10134 -2.00689 -0.39687 -0.14 -0.27 0.29 -0.61
C 1.48188 0.85715 -3.63794 -0.20 -0.26 0.03 -1.78
C -2.56564 -1.01976 -1.48998 -0.24 0.07 -0.38 -0.90
C 0.76297 -0.29837 2.26153 0.24 -0.46 0.00 0.31
H -0.24007 -1.13866 4.60435 -0.26 0.15 -0.12 0.41
Al 0.85048 2.49202 -1.02932 2.20 -0.99 -3.10 0.42
H 0.73264 -0.48706 1.18591 0.20 0.02 0.15 -0.56
H -1.27412 -4.05059 -2.03164 0.21 0.39 -0.14 0.33
H -2.46742 3.98959 2.38524 0.17 0.00 -0.40 0.42
H 0.30018 -1.30607 -3.53137 0.07 -0.01 0.26 0.45
H -2.12361 -0.01878 -1.52813 -0.09 -0.23 -0.04 0.11
C 1.10826 0.22020 -2.28194 0.93 -0.03 -0.79 0.97
S 2.94864 -0.77424 -0.18137 -0.36 -0.50 0.20 -0.12
C -0.32419 -1.77807 -1.55109 0.65 0.31 -0.36 0.59
N -1.63157 -1.97833 -2.14183 -0.42 -0.24 0.58 -0.01
C 3.44005 -0.09376 1.41969 0.59 -0.02 0.09 -0.53
H 3.32897 -0.95374 2.09107 0.04 0.15 -0.13 0.43
H -1.71632 -0.13619 4.63464 0.17 -0.15 -0.10 0.35
Al -2.14499 -6.04751 -2.08533 -0.22 -0.53 0.00 0.85
O 1.51035 0.89022 2.53204 -0.59 -0.02 0.27 -0.28
H -2.76768 -1.29987 -0.44478 0.10 0.10 -0.16 0.38
O 2.56431 1.77761 -1.03737 -1.02 0.58 0.80 -0.50
H -1.99386 2.34592 0.03381 -0.12 -0.28 -0.25 0.30
C -1.61948 3.34057 2.13170 -0.32 0.55 0.62 -0.37
O 3.13694 2.19566 1.86386 0.56 2.04 0.16 -0.49
C 2.69108 1.11483 1.94759 -0.03 -2.01 -0.55 0.42
H -2.93455 -3.56741 -2.55433 0.15 0.03 0.06 0.43
C 0.72133 -1.25319 -2.51959 -0.07 0.00 -0.18 -1.21
C -0.69162 -0.09987 2.73375 0.32 -0.34 -0.21 0.75
H -3.50878 -1.00727 -2.05045 0.24 -0.01 0.15 0.42
H 0.63748 3.77210 -1.90958 -0.17 0.05 0.45 -0.36
H 1.61202 -1.90039 -2.51121 -0.23 0.18 0.19 0.49
H -0.71693 3.68481 2.64477 -0.15 -0.02 -0.06 0.39
H 0.55565 0.91600 -4.22138 0.23 0.01 0.01 0.51
H 0.34588 2.51718 0.52981 -1.21 -0.05 1.06 0.32
H 1.23117 -1.16394 2.75234 -0.23 0.17 -0.06 0.34
H 4.50801 0.16357 1.37102 -0.38 0.03 0.00 0.50
C -1.93714 1.90605 2.45969 1.01 -0.69 0.35 0.36
H 1.87059 1.87164 -3.51065 0.07 -0.17 -0.05 0.35
H 3.28643 0.26166 -2.16602 -0.26 0.30 0.04 0.51
C -1.10733 -0.80781 4.01807 -0.08 0.10 0.19 -1.26
S -1.27434 3.42588 0.36197 0.22 0.42 0.43 -0.05


74
Properties=species:S:1:pos:R:3:forces:R:3:mulliken_charge:R:1 method="wB97M-V/def2-TZVPD" homo_energy_ev="-4.2 / -4.2" mol_weight_g_mol=848.4 fmax_ev_per_a=0.42 spin_multiplicity=6 homo_lumo_gap_ev="6.2 / 5.3" charge=-1
H 4.03410 -3.01144 -3.19371 -0.01 0.01 0.02 0.60
H 0.34831 -5.61373 -2.14748 0.02 0.01 0.00 0.61
H -1.43826 -0.78481 1.73116 0.01 -0.01 0.00 0.48
C 1.06246 -4.49221 0.19534 0.06 -0.04 -0.06 -1.70
C 5.42019 -6.04253 -1.84724 -0.01 0.01 0.01 -0.41
C 2.73730 -2.62824 -4.80122 -0.12 0.06 -0.03 0.03
C 3.09538 -2.58254 -3.51852 -0.05 0.05 0.09 -1.28
H 2.34386 -5.85891 -3.22742 0.02 0.00 0.01 0.37
C 1.85229 -2.60360 -1.20873 0.10 0.39 -0.05 1.45
C -4.01448 5.33554 2.03645 -0.06 -0.06 -0.07 0.19
C -0.12271 -1.51058 -2.12620 0.06 0.00 0.08 0.42
C 4.36875 -6.28219 -2.71738 0.00 0.00 0.00 -0.86
H 1.74643 -4.17326 0.98231 0.00 0.00 0.01 0.26
C -1.61036 0.21874 1.36155 0.07 -0.02 0.04 -0.23
H -0.39520 -1.29716 -4.83294 0.00 -0.01 -0.01 0.43
C -5.23217 6.54766 6.75635 0.02 0.00 -0.01 -0.85
C 0.85194 -1.56422 -3.09213 0.00 -0.01 -0.13 0.46
C -0.94863 4.51091 -1.05025 -0.08 0.00 0.03 -0.49
H -5.53839 5.50542 6.88040 0.00 -0.01 -0.01 0.34
H 2.60951 -2.40503 -0.44669 -0.03 -0.01 0.01 -0.68
H 6.38425 -6.50799 -2.00982 0.00 0.00 -0.01 0.40
C -2.93817 6.33805 3.95108 0.00 -0.01 -0.03 -0.80
H 1.31370 -2.16553 -6.41567 0.02 -0.01 0.00 0.41
C -2.88299 5.91209 2.64365 0.01 0.01 0.04 -0.43
H -1.01760 5.49871 -1.48721 -0.02 0.00 0.01 0.41
H -1.97097 6.01589 2.07181 0.00 0.00 0.00 0.41
C 2.21501 -1.87297 -2.51828 0.01 -0.36 -0.19 0.22
C -5.24378 5.64032 4.10556 0.00 -0.01 -0.05 -0.18
H -6.05590 7.11383 6.31292 0.00 0.01 0.00 0.34
H -6.05841 4.77635 2.31579 0.00 0.00 -0.01 0.43
C -4.11404 6.20440 4.69227 0.02 0.00 0.03 0.86
C 0.25643 2.42995 -0.76308 0.10 0.06 -0.08 1.38
H 3.87099 -3.94231 0.29182 -0.01 -0.01 -0.02 0.16
C -0.80815 1.99336 0.10451 -0.11 -0.03 0.04 0.62
C 5.22167 -5.19634 -0.76485 -0.02 0.00 -0.01 -0.98
H 4.50730 -6.93198 -3.57261 0.00 0.00 0.00 0.39
O -4.05730 6.65307 5.97949 -0.03 0.00 -0.01 -0.42
O -1.29666 -1.28440 -1.97311 0.04 0.02 0.05 -0.79
H 0.94272 -5.57589 0.26351 0.00 0.02 0.00 0.46
H -3.54373 0.44710 2.26131 -0.01 0.01 0.00 0.42
H 0.09859 -4.01883 0.37905 -0.01 0.01 -0.01 0.34
H -4.99115 6.96728 7.72936 0.00 0.00 0.00 0.24
C 1.49605 -2.10431 -5.35357 0.09 -0.04 -0.04 -0.68
C -1.94407 2.78403 0.37857 0.05 -0.09 0.06 0.70
C -2.78009 0.91612 1.65771 -0.04 0.04 0.01 -0.99
C 0.13193 3.70873 -1.32556 0.09 -0.12 0.01 -0.95
Cl 1.75032 -1.97833 3.17773 -0.03 0.00 0.03 -0.42
H 2.74222 -0.95290 -2.18855 -0.02 0.05 -0.05 0.40
H 0.91977 4.04725 -1.98573 -0.01 0.00 0.00 0.44
Ge 2.65853 -0.51936 1.77790 0.01 0.03 0.04 0.72
N -2.95814 5.01997 0.03067 0.06 0.01 -0.07 -0.40
C 0.52419 -4.53705 -2.22620 -0.03 -0.05 -0.01 -2.48
N -4.03737 4.84211 0.74845 -0.02 0.02 0.08 -0.82
C -2.00947 4.11768 -0.19240 0.04 0.07 -0.04 0.07
H 0.80956 -4.30296 -3.25196 -0.03 0.02 0.00 0.33
O 0.66380 -1.86114 -0.81185 -0.01 -0.08 0.00 -0.44
Cl 3.20433 1.11152 3.15129 -0.01 -0.03 -0.02 -0.43
Co 1.09600 -0.06531 -0.09389 -0.25 0.18 0.29 0.50
C 0.58149 -1.61493 -4.48535 0.05 0.02 0.09 -1.00
H -3.84365 2.74278 1.39264 0.01 0.00 0.00 0.59
C -2.93988 2.19412 1.17498 -0.01 -0.03 0.00 -0.41
C 3.13562 -5.67649 -2.51424 0.01 -0.01 -0.03 -0.02
N -0.65958 0.74555 0.62171 -0.01 -0.02 -0.14 -0.67
H -2.07393 6.77879 4.43084 0.00 0.00 0.00 0.41
Cl 4.61866 -1.47307 1.43986 0.07 0.01 0.00 -0.40
Br 3.89603 -3.50736 -6.03975 0.02 -0.01 -0.03 -0.26
C -5.18898 5.21584 2.78746 0.02 0.03 0.07 -0.45
O 1.26692 1.64736 -1.00021 0.03 0.02 -0.04 -0.74
H 6.02951 -4.99378 -0.07259 0.00 0.00 0.00 0.41
C 2.92265 -4.81791 -1.43979 0.04 -0.06 0.05 -0.57
C 3.98749 -4.59836 -0.56184 -0.02 -0.01 -0.02 0.07
C 1.58346 -4.11819 -1.20589 -0.09 -0.06 0.06 2.71
H -0.42139 -4.03892 -2.01117 0.01 0.03 -0.02 0.40
H -6.16409 5.52657 4.65953 0.00 0.00 0.01 0.36


18
Properties=species:S:1:pos:R:3:forces:R:3:mulliken_charge:R:1 method="wB97M-V/def2-TZVPD" homo_energy_ev=-7.0 mol_weight_g_mol=97.2 relative_energy_ev=3.6417 fmax_ev_per_a=4.09 homo_lumo_gap_ev=7.8
H -0.94171 -0.83605 1.63954 -0.75 -0.27 -0.70 0.35
H 1.28504 3.87176 -0.01608 0.68 -1.35 -1.42 0.25
C 1.65177 1.70427 -0.28183 -1.16 -0.22 -0.36 -0.21
H -2.98624 -2.86739 1.17631 -0.04 0.77 -1.02 0.24
C 1.88567 3.13763 -0.69952 0.42 1.53 0.96 -0.85
H 0.65944 -0.56891 -0.85993 -1.23 0.69 -0.16 0.12
H -0.24620 1.84757 0.73787 0.16 0.51 -0.36 0.27
C -0.74053 -0.98477 0.56239 -1.14 2.35 0.45 0.11
C 0.48075 1.23298 0.20891 0.60 1.43 0.77 -0.33
H -2.31005 -3.91647 -0.18415 0.14 1.04 0.76 0.30
H 1.64768 3.38280 -1.83893 0.63 -0.67 2.46 0.20
H 2.95330 3.38667 -0.41488 -0.96 0.02 -0.95 0.28
N -1.46578 -1.84830 -0.24459 -1.23 -1.64 2.77 -0.26
H -1.30642 -3.33337 1.30611 -1.49 -0.22 -1.53 0.26
H 2.35913 0.89079 -0.52508 -0.18 0.80 -0.56 0.29
H -0.81840 -1.98039 -1.00345 -0.54 -1.15 -0.91 0.26
C -2.12900 -3.05376 0.51386 3.69 -0.31 0.29 -0.71
C 0.02156 -0.06504 -0.07656 2.39 -3.29 -0.48 -0.57


17
Properties=species:S:1:pos:R:3:forces:R:3:mulliken_charge:R:1 method="wB97M-V/def2-TZVPD" homo_energy_ev=-9.5 mol_weight_g_mol=111.1 relative_energy_ev=5.5196 fmax_ev_per_a=2.52 homo_lumo_gap_ev=10.3
H -2.05637 -0.23790 2.88621 0.58 -0.64 -2.10 0.31
C 1.57184 0.45590 0.72701 0.34 0.62 2.42 -0.74
O 2.37994 -0.93299 -2.31398 0.54 0.44 0.46 -0.59
H 2.00457 1.51744 0.90041 -1.16 -1.39 -0.36 0.28
C -1.83933 -0.43033 1.77294 -1.21 1.20 1.15 -0.47
H -1.01750 -2.01045 0.44299 -1.19 0.76 -0.38 0.16
H 2.45696 -0.20209 0.95055 -1.08 0.31 -0.26 0.30
H 1.02529 1.85988 -1.99670 -0.54 -0.42 0.19 0.23
C 0.60699 0.84807 -1.79100 -1.04 2.04 -0.68 -0.63
C 1.67936 -0.15914 -1.72368 -1.40 -1.47 -0.84 0.54
N 1.10761 0.18997 -0.57786 0.98 -0.69 -0.92 0.18
C -1.71816 0.15246 0.61719 0.25 -0.53 1.08 -0.35
H -0.50110 0.75084 -2.06980 1.76 -0.23 0.40 0.26
H -1.57539 1.03961 0.05886 0.02 0.53 -0.34 0.44
H -2.89606 -1.71258 0.16589 1.15 0.25 0.52 0.21
C -1.90916 -1.31749 0.54848 0.18 -1.58 0.08 -0.30
H 0.68053 0.18883 1.40251 1.79 0.80 -0.42 0.18